Computed, not measured: 2 unconnected molecules or ions with the total composition C2H9N2S2 in a non-equilibrium geometry, with ωB97M-V/def2-TZVPD.

Structure (ORCA input):
```
! wB97M-V def2-TZVPD RIJCOSX def2/J DEFGRID3
* xyz 1 1
C -1.339 0.414 1.559
C -2.247 0.628 0.542
N -3.388 -0.136 0.327
N -0.024 1.095 1.568
H -1.459 -0.274 2.388
H -2.058 1.419 -0.176
H -3.734 -0.003 -0.627
H -3.368 -1.100 0.640
H 0.738 0.500 1.284
H 0.206 1.482 2.481
H -0.038 1.901 0.953
S 2.345 -0.035 -0.347
S 0.856 -0.889 -1.583
H 3.324 -0.255 -1.228
H 0.576 -1.857 -0.707
*
```

Values from the calculation:
- F_max (eV/Å) = 2.32
- relative energy (zero: lowest compared OMol25 entry of this formula, charge and spin) (kJ/mol) = 142.97
- calculated total energy (Eh) = -987.20686
- highest occupied orbital energy (eV) = -12.9
- lowest unoccupied orbital energy (Eh) = -0.123

natural (NBO) population analysis, charges in e, atoms 1 to 8: C -0.24; C 0.08; N -0.77; N -0.66; H 0.23; H 0.21; H 0.41; H 0.41